Molecular formula: C11H22N
Method: DFT, the ωB97M-V functional and the def2-TZVPD basis

```
34
Properties=species:S:1:pos:R:3:forces:R:3
N 2.056358 -0.400476 -0.064082 -0.637 0.710 -3.392
C 3.173337 -0.301076 0.458734 3.189 0.218 0.611
C -0.213497 -1.030455 1.156805 -1.174 0.838 0.429
C -0.541995 2.576723 -0.048997 -0.041 0.240 -0.440
C -2.396163 1.557032 1.310132 -0.373 -0.277 2.101
C -1.651082 -0.485967 -0.774240 -1.481 -0.276 3.223
C -2.045655 -1.976110 -0.627031 1.182 -1.162 0.266
C -0.913705 1.470743 0.921298 0.104 -1.908 0.631
C 4.509026 -0.211381 -0.242726 -1.242 -0.346 0.478
C -0.857388 -0.044807 0.498790 0.347 -0.070 -0.243
C 0.099755 -2.048664 1.931194 -0.981 0.489 0.369
C -0.973534 -0.237136 -2.042712 -0.163 -0.800 -3.524
H 2.240880 -0.264138 -1.108469 -1.585 -0.484 1.342
H -0.602635 -2.290037 2.737796 0.065 0.006 -0.340
H 4.525181 0.641635 -0.897509 0.133 0.352 -0.443
H -0.774409 3.512700 0.494662 -0.089 -0.300 -0.697
H 5.285857 -0.111956 0.529245 -0.098 -0.358 -0.665
H -0.307664 1.602004 1.842818 -0.340 -0.226 -0.451
H 0.057900 -0.667004 -2.105016 -0.697 0.668 -0.002
H -2.635914 0.038885 -0.815752 0.920 -0.027 0.324
H 0.496823 2.670167 -0.374246 0.211 -0.416 0.478
H -1.591405 -0.881238 -2.743428 0.960 0.490 0.305
H -1.184870 -2.621477 -0.932177 -0.416 0.446 0.199
H 3.326364 -0.344477 1.483251 -0.619 -0.168 2.222
H -3.118731 1.276294 0.582390 -0.161 -0.536 -0.958
H 0.946111 -2.710052 1.911682 0.550 0.249 -0.376
H 0.993009 -0.494063 0.422315 1.181 0.055 -0.886
H -2.665154 2.578022 1.472753 0.007 0.854 0.595
H 4.510256 -1.138361 -0.832547 0.816 0.206 0.062
H -2.672460 0.953166 2.244259 0.656 0.878 -1.207
H -1.123299 0.752829 -2.554813 0.732 -0.620 1.068
H -2.347943 -2.415684 0.383466 0.093 1.233 -1.327
H -1.074953 2.476887 -1.000442 -0.381 0.362 0.345
H -2.784065 -2.153548 -1.386174 -0.669 -0.322 -0.098
```
Positions in Å, forces in eV/Å.

relative energy (zero: lowest compared OMol25 entry of this formula, charge and spin): 65.9 kcal/mol
E: -486.70495 a.u.
orbital gap: 9.616 eV
charge: +1

Löwdin atomic charge list, values in e, 4 entries: 0.192, -0.152, -0.151, -0.062